1.
This record from the Open Molecules 2025 dataset describes 6 unconnected molecules or ions with the total composition C12H34ClO9. The level of theory is ωB97M-V with the def2-TZVPD basis set.

Summary:
HOMO-LUMO gap   10.226 eV
E   -43940.8620 eV
Lowest unoccupied orbital energy   3.08 eV
Relative energy (zero: lowest compared OMol25 entry of this formula, charge and spin)   0.00 kJ/mol

```
! wB97M-V def2-TZVPD RIJCOSX def2/J DEFGRID3
* xyz -1 1
Cl -1.33224 -0.94122 -0.53882
O -2.49404 -0.51093 -1.27437
O -0.45381 0.18557 -0.32669
O -1.76192 -1.47948 0.70456
O -0.56690 -1.92078 -1.29276
O -2.00814 2.42908 -2.06566
H -2.88046 2.02367 -2.01021
H -1.41183 1.74963 -1.72109
C 3.10230 1.50212 1.28212
C 1.86363 2.27676 1.78564
C 1.35419 3.19247 0.65484
O 0.85911 1.34512 2.12624
H 3.44102 0.77156 2.01943
H 3.92848 2.13222 0.94472
H 2.83278 0.89031 0.41345
H 2.12938 2.88386 2.65014
H 2.13361 3.91834 0.40053
H 0.43218 3.65409 1.00046
H 1.20291 2.61870 -0.25953
H 0.68329 0.83000 1.32468
C -4.66998 0.60760 2.11275
C -4.34244 1.85146 1.29714
C -2.93296 2.39482 1.46819
O -4.57226 1.60184 -0.09209
H -3.98634 -0.22321 1.91898
H -5.68074 0.21823 1.94988
H -4.72163 0.82158 3.18749
H -5.11047 2.57374 1.59525
H -2.62576 2.42890 2.52035
H -2.76110 3.34116 0.96793
H -2.22415 1.64296 1.10355
H -4.09402 0.78078 -0.27979
C 2.22222 -0.34507 -5.09563
C 1.51982 -0.26517 -3.75155
C 1.56129 1.17444 -3.23280
O 0.13284 -0.58265 -3.97967
H 3.25658 -0.01210 -4.97937
H 1.67247 0.19751 -5.86280
H 2.27573 -1.37380 -5.46811
H 1.90424 -0.97202 -3.01040
H 1.06602 1.28535 -2.27110
H 1.09556 1.81910 -3.97966
H 2.57624 1.58233 -3.11419
H -0.19444 -1.05538 -3.20301
C 2.67171 -4.47806 1.59836
C 1.28207 -3.82641 1.62520
C 0.63509 -3.92359 2.99988
O 1.47956 -2.46964 1.25990
H 3.49186 -3.93268 2.05608
H 2.88549 -4.73325 0.56186
H 2.57160 -5.39528 2.19352
H 0.62422 -4.30812 0.89509
H 1.28347 -3.64989 3.83471
H 0.30041 -4.94631 3.22184
H -0.28355 -3.33694 3.07995
H 0.63781 -2.04330 1.05461
*
```

***

2.
This record from the Open Molecules 2025 dataset describes a molecular structure, C38H42N8O6PtS. The level of theory is ωB97M-V with the def2-TZVPD basis set.

Summary:
HOMO-LUMO gap (spin up / spin down)   5.335 / 6.307 eV
E   -78371.3569 eV
Lowest unoccupied orbital energy (spin up / spin down)   -0.27 / -2.24 eV
Relative energy (zero: lowest compared OMol25 entry of this formula, charge and spin)   0.00 kJ/mol

```
! wB97M-V def2-TZVPD RIJCOSX def2/J DEFGRID3
* xyz 0 5
Pt 0.83110 -1.33934 -0.05116
O -1.65873 -3.10625 2.62944
C -1.15254 -2.55958 1.65295
N 0.25522 -2.44484 1.47033
C 1.22728 -2.97802 2.22691
C 1.05120 -3.82671 3.34805
C 2.14838 -4.27123 4.02722
C 3.46310 -3.90246 3.64054
C 3.67650 -3.08912 2.56878
C 2.56880 -2.60152 1.82737
N 2.64618 -1.73373 0.79797
C 3.87970 -1.21437 0.38156
O 4.81666 -1.89990 0.04921
C 3.99882 0.28447 0.42984
C 5.03622 0.90382 -0.25532
C 5.21793 2.26294 -0.06876
C 4.36531 2.93712 0.79245
C 3.34633 2.22762 1.41355
N 3.15842 0.92460 1.23744
C -1.87253 -1.93431 0.57899
C -3.27859 -1.89555 0.54631
C -3.93282 -1.32695 -0.50853
C -3.16365 -0.79325 -1.59253
C -1.80253 -0.82970 -1.51282
N -1.13935 -1.33859 -0.45302
H 0.04814 -4.09308 3.63886
H 2.01466 -4.92125 4.88204
H 4.30725 -4.27842 4.20309
H 4.67762 -2.82397 2.26492
H 5.68071 0.31458 -0.89279
H 6.01671 2.78685 -0.57791
H 4.48100 3.99635 0.97971
H 2.65328 2.72227 2.08573
H -3.80507 -2.34724 1.37775
H -5.01515 -1.31425 -0.54295
H -3.63515 -0.39032 -2.47746
H -1.18060 -0.45227 -2.31423
C 0.84872 -2.67193 -3.63245
C 2.36171 -2.45246 -3.55406
C 2.98470 -3.26324 -2.41530
C 2.74696 -0.98812 -3.53686
C 3.66262 -0.52996 -4.46380
C 3.99953 0.81446 -4.56671
C 3.37526 1.76174 -3.75665
C 2.45748 1.38698 -2.80306
C 1.68806 2.39404 -1.97796
C 2.28669 3.79635 -2.01119
C 0.23472 2.46282 -2.46842
C 2.18686 -0.02294 -2.62452
N 1.42142 -0.39610 -1.62744
H 0.64502 -3.72417 -3.83675
H 0.40173 -2.07961 -4.43330
H 0.35493 -2.41993 -2.69353
H 2.78490 -2.83492 -4.48735
H 2.51442 -3.03016 -1.45982
H 4.05383 -3.07350 -2.32232
H 2.83872 -4.32796 -2.60532
H 4.11482 -1.24493 -5.14044
H 4.72420 1.13201 -5.30501
H 3.61459 2.80786 -3.88919
H 1.68359 2.03638 -0.94261
H 2.17054 4.25031 -2.99800
H 3.34477 3.79841 -1.75409
H 1.76353 4.43428 -1.29728
H 0.20607 2.79737 -3.50786
H -0.33520 3.17439 -1.86860
H -0.25974 1.49523 -2.40724
C -6.92518 2.42615 -0.90384
C -5.78589 1.78771 -0.12154
S -6.31402 1.47437 1.55494
O -6.58543 2.74458 2.18183
O -7.32801 0.45480 1.51358
C -4.86171 0.78121 2.31510
C -3.85863 1.85810 2.71508
N -2.54348 1.26359 2.92603
C -1.60147 1.15899 1.95751
N -0.56770 0.42759 2.33198
C -0.85058 0.01115 3.59512
C -2.05855 0.51569 3.97927
N -2.74414 0.31035 5.20844
O -3.87364 0.76805 5.31989
O -2.14308 -0.27531 6.08459
C -1.72854 1.77005 0.60788
H -6.60617 2.62043 -1.92701
H -7.22412 3.36868 -0.44763
H -7.78884 1.76347 -0.93028
H -4.91332 2.44130 -0.06803
H -5.48672 0.82416 -0.53692
H -4.43300 0.07923 1.59578
H -5.21300 0.22125 3.18239
H -4.19174 2.38219 3.60248
H -3.73785 2.58853 1.91749
H -0.20893 -0.64787 4.15598
H -1.88842 2.84894 0.66132
H -2.54405 1.31999 0.03445
H -0.79905 1.57550 0.07777
*
```